Here is a cluster of 8 separate species, C88H192F6NO7P5 in total in a non-equilibrium geometry from the Open Molecules 2025 dataset. Energies are from wB97M-V/def2-TZVPD.

Last column: Löwdin charge in e.
Atoms and positions in Å:
C (2.451, 0.198, -2.801)  -0.085
C (1.889, 1.584, -2.339)  -0.230
C (2.540, 2.758, -3.084)  -0.215
C (3.757, 3.432, -2.323)  -0.208
P (3.945, 5.280, -2.708)  1.076
C (4.538, 5.197, -4.392)  -0.278
C (3.735, 5.938, -5.509)  -0.263
C (4.297, 5.676, -6.876)  -0.242
C (3.252, 6.267, -7.879)  -0.095
C (5.367, 5.851, -1.673)  -0.264
C (6.699, 5.067, -1.619)  -0.235
C (7.713, 5.833, -0.746)  -0.240
C (8.287, 7.138, -1.384)  -0.088
C (2.338, 6.166, -2.575)  -0.269
C (2.446, 7.652, -2.544)  -0.245
C (1.065, 8.369, -2.709)  -0.250
C (1.202, 9.752, -3.319)  -0.102
H (1.995, -0.667, -2.319)  0.044
H (3.524, 0.024, -2.893)  0.068
H (2.053, 0.093, -3.811)  0.057
H (2.016, 1.724, -1.266)  0.088
H (0.819, 1.533, -2.544)  0.085
H (1.703, 3.456, -3.096)  0.076
H (2.732, 2.513, -4.129)  0.111
H (4.722, 2.942, -2.447)  0.091
H (3.528, 3.496, -1.260)  0.081
H (4.538, 4.153, -4.703)  0.086
H (5.600, 5.436, -4.446)  0.099
H (3.923, 6.960, -5.180)  0.104
H (2.661, 5.765, -5.435)  0.103
H (4.505, 4.612, -6.987)  0.112
H (5.238, 6.195, -7.058)  0.112
H (2.310, 5.753, -7.684)  0.058
H (3.385, 6.031, -8.934)  0.074
H (2.990, 7.294, -7.626)  0.076
H (4.893, 6.111, -0.726)  0.082
H (5.603, 6.838, -2.072)  0.082
H (7.007, 4.766, -2.620)  0.105
H (6.488, 4.121, -1.121)  0.099
H (8.493, 5.094, -0.561)  0.102
H (7.233, 6.067, 0.204)  0.109
H (8.647, 6.878, -2.379)  0.073
H (8.975, 7.620, -0.689)  0.073
H (7.505, 7.871, -1.584)  0.057
H (1.819, 5.829, -1.678)  0.089
H (1.834, 5.827, -3.481)  0.071
H (3.035, 8.046, -3.372)  0.096
H (2.838, 8.016, -1.594)  0.121
H (0.500, 8.391, -1.777)  0.087
H (0.529, 7.682, -3.363)  0.096
H (1.670, 9.664, -4.299)  0.067
H (1.811, 10.383, -2.673)  0.084
H (0.249, 10.174, -3.642)  0.073
C (-6.390, 0.259, -0.718)  -0.073
C (-6.592, 1.592, -1.564)  -0.229
C (-5.412, 2.502, -1.602)  -0.272
C (-4.832, 2.773, -0.204)  -0.245
P (-3.691, 4.214, -0.199)  1.056
C (-2.886, 4.318, 1.449)  -0.240
C (-3.871, 4.410, 2.701)  -0.196
C (-2.982, 4.434, 3.961)  -0.253
C (-3.576, 4.785, 5.360)  -0.079
C (-2.287, 4.032, -1.425)  -0.207
C (-2.764, 4.196, -2.889)  -0.232
C (-1.591, 3.973, -3.855)  -0.260
C (-1.927, 4.351, -5.288)  -0.093
C (-4.599, 5.689, -0.680)  -0.272
C (-4.045, 6.920, 0.000)  -0.266
C (-5.012, 8.022, -0.293)  -0.275
C (-4.620, 9.340, 0.403)  -0.092
H (-7.422, -0.091, -0.690)  0.065
H (-6.029, 0.395, 0.302)  0.052
H (-5.859, -0.523, -1.261)  0.058
H (-7.482, 2.139, -1.251)  0.110
H (-6.871, 1.427, -2.604)  0.113
H (-5.678, 3.320, -2.272)  0.114
H (-4.588, 2.109, -2.198)  0.100
H (-4.294, 1.921, 0.213)  0.082
H (-5.635, 3.083, 0.465)  0.097
H (-2.126, 5.097, 1.512)  0.094
H (-2.415, 3.339, 1.532)  0.070
H (-4.525, 3.543, 2.605)  0.093
H (-4.430, 5.345, 2.697)  0.100
H (-2.154, 5.105, 3.736)  0.098
H (-2.446, 3.486, 3.937)  0.075
H (-4.331, 4.058, 5.658)  0.058
H (-3.973, 5.797, 5.434)  0.074
H (-2.846, 4.696, 6.165)  0.072
H (-1.847, 3.065, -1.182)  0.074
H (-1.639, 4.837, -1.080)  0.095
H (-3.154, 5.190, -3.108)  0.106
H (-3.609, 3.553, -3.131)  0.084
H (-1.211, 2.959, -3.724)  0.084
H (-0.729, 4.514, -3.464)  0.095
H (-1.309, 3.838, -6.025)  0.073
H (-1.816, 5.410, -5.519)  0.075
H (-2.934, 4.054, -5.580)  0.074
H (-5.569, 5.433, -0.252)  0.103
H (-4.721, 5.914, -1.739)  0.104
H (-3.020, 7.211, -0.230)  0.128
H (-4.102, 6.781, 1.079)  0.099
H (-6.001, 7.794, 0.104)  0.115
H (-5.111, 8.180, -1.366)  0.115
H (-5.296, 10.137, 0.095)  0.075
H (-3.598, 9.651, 0.184)  0.075
H (-4.692, 9.236, 1.486)  0.075
C (1.356, -2.035, 1.948)  -0.107
C (1.223, -1.657, 3.413)  -0.238
C (2.527, -1.928, 4.267)  -0.233
C (3.033, -3.351, 4.613)  -0.201
P (4.257, -3.446, 6.104)  1.073
C (4.101, -5.117, 6.892)  -0.253
C (4.569, -6.353, 6.065)  -0.200
C (3.549, -6.761, 5.029)  -0.298
C (2.186, -7.192, 5.495)  -0.112
C (6.124, -3.197, 5.547)  -0.209
C (6.425, -1.822, 4.821)  -0.205
C (7.939, -1.816, 4.318)  -0.262
C (8.383, -0.477, 3.879)  -0.127
C (3.935, -2.170, 7.300)  -0.271
C (4.859, -2.236, 8.612)  -0.198
C (4.502, -1.222, 9.774)  -0.264
C (5.619, -1.157, 10.819)  -0.108
H (0.482, -1.784, 1.347)  0.053
H (1.755, -3.041, 1.816)  0.057
H (2.078, -1.403, 1.432)  0.084
H (0.398, -2.230, 3.837)  0.087
H (0.936, -0.611, 3.522)  0.105
H (2.317, -1.289, 5.124)  0.093
H (3.245, -1.314, 3.723)  0.101
H (3.373, -3.945, 3.764)  0.088
H (2.169, -3.798, 5.106)  0.078
H (3.046, -5.103, 7.167)  0.084
H (4.618, -5.036, 7.848)  0.087
H (4.772, -7.169, 6.758)  0.127
H (5.415, -6.018, 5.465)  0.095
H (3.894, -7.728, 4.660)  0.114
H (3.530, -6.247, 4.068)  0.097
H (1.598, -6.403, 5.965)  0.055
H (2.393, -7.747, 6.411)  0.085
H (1.619, -7.733, 4.737)  0.081
H (6.363, -4.110, 5.002)  0.072
H (6.787, -3.259, 6.410)  0.086
H (6.274, -0.967, 5.479)  0.097
H (5.694, -1.631, 4.036)  0.093
H (8.013, -2.531, 3.499)  0.111
H (8.622, -2.218, 5.067)  0.108
H (8.037, 0.376, 4.464)  0.078
H (7.997, -0.324, 2.871)  0.081
H (9.463, -0.345, 3.812)  0.083
H (2.885, -2.133, 7.590)  0.105
H (4.117, -1.288, 6.686)  0.083
H (5.929, -2.061, 8.500)  0.102
H (4.732, -3.115, 9.245)  0.099
H (3.515, -1.439, 10.183)  0.103
H (4.330, -0.215, 9.394)  0.102
H (6.455, -0.564, 10.450)  0.078
H (5.999, -2.128, 11.138)  0.075
H (5.366, -0.694, 11.773)  0.078
C (0.761, -8.509, -4.493)  -0.091
C (0.730, -7.045, -5.007)  -0.251
C (-0.614, -6.385, -4.743)  -0.254
C (-0.764, -4.946, -5.160)  -0.258
P (-0.799, -3.562, -4.011)  1.035
C (-2.326, -3.814, -2.989)  -0.238
C (-3.603, -3.877, -3.863)  -0.239
C (-4.902, -3.577, -3.087)  -0.243
C (-6.085, -3.848, -4.055)  -0.089
C (-0.872, -2.103, -5.002)  -0.250
C (-1.222, -0.823, -4.231)  -0.239
C (-2.033, 0.143, -5.067)  -0.226
C (-3.445, -0.434, -5.308)  -0.087
C (0.721, -3.605, -2.998)  -0.195
C (0.690, -4.459, -1.663)  -0.240
C (2.029, -4.839, -1.172)  -0.261
C (2.028, -6.010, -0.155)  -0.091
H (0.162, -9.094, -5.191)  0.076
H (0.398, -8.478, -3.466)  0.058
H (1.721, -8.988, -4.301)  0.069
H (0.926, -7.002, -6.078)  0.117
H (1.551, -6.460, -4.592)  0.099
H (-0.876, -6.536, -3.696)  0.094
H (-1.325, -6.979, -5.317)  0.119
H (-1.762, -4.799, -5.571)  0.082
H (0.012, -4.753, -5.901)  0.109
H (-2.398, -3.084, -2.182)  0.053
H (-2.151, -4.715, -2.402)  0.083
H (-3.533, -4.862, -4.324)  0.108
H (-3.524, -3.221, -4.730)  0.086
H (-4.768, -2.579, -2.670)  0.085
H (-4.998, -4.178, -2.183)  0.094
H (-5.965, -3.601, -5.110)  0.076
H (-7.024, -3.372, -3.774)  0.062
H (-6.188, -4.933, -4.035)  0.078
H (-1.562, -2.349, -5.808)  0.098
H (0.139, -2.014, -5.400)  0.108
H (-0.297, -0.325, -3.941)  0.100
H (-1.862, -1.156, -3.413)  0.075
H (-1.405, 0.228, -5.954)  0.121
H (-2.033, 1.109, -4.561)  0.083
H (-3.998, -0.709, -4.411)  0.068
H (-3.381, -1.224, -6.056)  0.066
H (-4.110, 0.234, -5.855)  0.068
H (0.927, -2.561, -2.761)  0.072
H (1.499, -4.081, -3.595)  0.084
H (-0.057, -5.253, -1.660)  0.091
H (0.180, -3.834, -0.930)  0.092
H (2.574, -4.113, -0.569)  0.104
H (2.594, -5.213, -2.026)  0.111
H (1.594, -6.887, -0.635)  0.074
H (1.565, -5.853, 0.819)  0.037
H (3.056, -6.255, 0.113)  0.071
C (-0.069, -5.354, 2.977)  -0.079
C (-1.339, -5.294, 2.029)  -0.215
C (-1.925, -3.903, 1.841)  -0.245
C (-3.274, -3.770, 1.122)  -0.223
P (-4.453, -2.750, 2.058)  1.024
C (-5.961, -2.789, 0.986)  -0.257
C (-6.944, -3.926, 0.769)  -0.240
C (-7.754, -3.593, -0.490)  -0.265
C (-8.523, -4.834, -0.892)  -0.099
C (-3.993, -1.038, 2.318)  -0.237
C (-2.652, -0.789, 3.070)  -0.215
C (-2.621, 0.640, 3.590)  -0.261
C (-3.674, 0.925, 4.660)  -0.087
C (-4.629, -3.543, 3.650)  -0.270
C (-5.100, -4.978, 3.512)  -0.213
C (-5.214, -5.682, 4.927)  -0.252
C (-5.619, -7.143, 4.897)  -0.110
H (-0.396, -5.148, 3.996)  0.069
H (0.544, -4.574, 2.527)  0.034
H (0.513, -6.275, 3.007)  0.060
H (-2.105, -6.003, 2.342)  0.098
H (-1.021, -5.635, 1.044)  0.096
H (-1.197, -3.193, 1.450)  0.093
H (-2.016, -3.516, 2.856)  0.071
H (-3.887, -4.671, 1.111)  0.085
H (-3.092, -3.420, 0.106)  0.081
H (-5.596, -2.410, 0.031)  0.074
H (-6.522, -1.926, 1.345)  0.091
H (-7.610, -4.018, 1.627)  0.119
H (-6.393, -4.853, 0.610)  0.109
H (-7.083, -3.412, -1.331)  0.078
H (-8.364, -2.705, -0.329)  0.119
H (-7.891, -5.707, -1.057)  0.081
H (-8.957, -4.712, -1.884)  0.076
H (-9.284, -4.939, -0.117)  0.083
H (-4.874, -0.759, 2.896)  0.088
H (-3.979, -0.556, 1.340)  0.077
H (-1.728, -1.142, 2.612)  0.093
H (-2.585, -1.422, 3.955)  0.094
H (-2.679, 1.366, 2.780)  0.084
H (-1.639, 0.893, 3.991)  0.108
H (-3.501, 1.819, 5.260)  0.061
H (-3.655, 0.096, 5.367)  0.077
H (-4.690, 0.977, 4.269)  0.071
H (-5.281, -2.916, 4.259)  0.117
H (-3.627, -3.544, 4.078)  0.090
H (-4.351, -5.606, 3.030)  0.099
H (-6.060, -4.949, 2.997)  0.095
H (-5.923, -5.140, 5.553)  0.105
H (-4.332, -5.591, 5.560)  0.105
H (-4.875, -7.775, 4.413)  0.072
H (-6.577, -7.226, 4.383)  0.079
H (-5.648, -7.621, 5.876)  0.079
C (1.651, 5.968, 1.499)  -0.449
O (0.770, 4.893, 1.205)  -0.129
O (2.813, 5.677, 0.748)  -0.247
C (0.780, 7.174, 1.201)  -0.562
F (0.096, 7.076, 0.014)  0.077
F (-0.222, 7.303, 2.047)  0.134
F (1.388, 8.376, 1.253)  0.136
C (0.531, 3.881, 2.176)  -0.238
C (0.289, 2.688, 1.285)  -0.088
H (1.189, 2.146, 0.994)  0.072
H (-0.187, 1.813, 1.727)  0.047
H (-0.341, 2.830, 0.407)  0.048
H (-0.374, 4.019, 2.768)  0.079
H (1.346, 3.629, 2.855)  0.125
H (1.926, 5.977, 2.554)  0.141
C (3.590, -2.836, -6.240)  -0.464
O (3.565, -2.850, -4.802)  -0.151
O (2.399, -3.395, -6.751)  -0.276
C (4.045, -1.403, -6.725)  -0.552
F (3.695, -0.368, -5.962)  0.116
F (5.374, -1.389, -6.890)  0.114
F (3.593, -1.041, -7.959)  0.097
C (4.730, -3.516, -4.156)  -0.218
C (4.680, -2.940, -2.774)  -0.104
H (5.081, -1.930, -2.849)  0.069
H (3.666, -2.880, -2.379)  0.047
H (5.369, -3.474, -2.119)  0.073
H (5.643, -3.200, -4.660)  0.119
H (4.573, -4.590, -4.056)  0.109
H (4.357, -3.516, -6.611)  0.126
N (-1.758, -0.468, -0.701)  -0.644
O (-0.715, -1.007, -1.047)  -0.029
O (-1.773, 0.601, -0.160)  -0.010
O (-2.797, -1.117, -0.906)  -0.086

Calculated values
- Relative energy (zero: lowest compared OMol25 entry of this formula, charge and spin): 0.0 kcal per mole
- LUMO level: -3.514 eV
- Charge: +2
- Calculated total energy: -172921.6070 eV

---

Here is a cluster of 2 separate species, C3H4OS in total in a non-equilibrium geometry from the Open Molecules 2025 dataset. Energies are from wB97M-V/def2-TZVPD.

Last column: Löwdin charge in e.
Atoms and positions in Å:
C (0.418, 1.226, 0.114)  -0.486
C (-1.449, -0.316, 0.112)  -0.277
C (-0.422, -1.263, 0.152)  -0.346
H (0.182, 1.366, 1.535)  0.172
H (0.894, 2.261, -0.443)  0.159
H (-2.425, -0.277, -0.371)  0.135
H (-0.699, -2.340, -0.126)  0.091
O (-0.990, 0.863, -0.205)  -0.265
S (1.168, -0.362, -0.076)  0.817

Calculated values
- Relative energy (zero: lowest compared OMol25 entry of this formula, charge and spin): 91.9 kcal per mole
- LUMO level: 0.778 eV
- Calculated total energy: -16054.1244 eV

---

Here is a structure of composition C22H54Hg3N2O18 in a non-equilibrium geometry from the Open Molecules 2025 dataset. Energies are from wB97M-V/def2-TZVPD.

Last column: Löwdin charge in e.
Atoms and positions in Å:
Hg (0.589, 1.030, 1.204)  1.295
Hg (1.549, -1.114, -2.192)  1.293
Hg (2.222, 2.468, -1.915)  1.414
C (2.974, 0.492, -0.105)  -0.758
O (2.831, 1.667, 0.417)  -0.154
O (2.157, -0.443, 0.243)  -0.158
O (3.126, 0.489, -1.428)  -0.259
C (-0.226, 0.992, -1.697)  -0.699
O (0.526, 0.935, -2.765)  -0.210
O (0.177, 1.999, -0.888)  -0.271
O (-0.402, -0.093, -1.028)  -0.135
C (-2.865, 3.505, -0.591)  -0.227
C (-4.115, 2.808, -0.096)  -0.165
O (-3.773, 1.980, 1.021)  -0.056
O (-2.713, 4.796, -0.038)  -0.048
H (-2.797, 3.582, -1.679)  0.131
H (-2.031, 2.843, -0.323)  0.088
H (-4.480, 2.163, -0.903)  0.124
H (-4.867, 3.566, 0.125)  0.134
H (-4.501, 1.368, 1.161)  0.124
H (-2.804, 5.494, -0.689)  0.101
C (0.930, -2.089, -5.214)  -0.181
C (1.598, -0.737, -5.376)  -0.176
O (2.605, -0.462, -4.349)  -0.128
O (0.309, -2.107, -3.928)  -0.141
H (1.685, -2.879, -5.190)  0.132
H (0.298, -2.305, -6.073)  0.140
H (0.803, 0.007, -5.282)  0.119
H (2.184, -0.639, -6.291)  0.135
H (2.869, 0.457, -4.427)  0.086
H (-0.621, -1.810, -3.967)  0.068
C (-1.545, -1.060, 2.382)  -0.197
C (-1.876, 0.282, 3.004)  -0.190
O (-1.643, 1.337, 2.065)  -0.148
O (-0.116, -1.112, 2.247)  -0.124
H (-1.975, -1.034, 1.372)  0.113
H (-1.984, -1.871, 2.964)  0.135
H (-1.208, 0.459, 3.847)  0.128
H (-2.932, 0.276, 3.275)  0.134
H (-2.500, 1.594, 1.674)  0.008
H (0.105, -2.001, 1.908)  0.055
C (-3.784, -1.548, -2.361)  -0.210
C (-3.256, -2.479, -3.460)  -0.210
O (-2.427, -1.860, -4.439)  -0.076
O (-2.916, -1.461, -1.243)  -0.093
H (-4.658, -2.086, -1.995)  0.125
H (-3.948, -0.542, -2.751)  0.122
H (-4.117, -2.966, -3.936)  0.125
H (-2.727, -3.337, -3.044)  0.120
H (-2.909, -1.205, -4.951)  0.108
H (-2.198, -0.811, -1.259)  0.031
C (-1.882, 5.687, 3.901)  -0.078
O (-1.220, 4.755, 3.084)  -0.213
C (-0.475, 5.357, 2.054)  -0.213
C (0.364, 4.280, 1.375)  -0.142
N (0.615, 3.125, 2.306)  -0.114
C (1.741, 3.337, 3.235)  -0.161
C (1.838, 2.136, 4.161)  -0.140
O (1.763, 0.970, 3.309)  -0.312
C (2.642, -0.102, 3.612)  -0.076
H (-2.568, 5.230, 4.610)  0.095
H (-2.476, 6.401, 3.322)  0.098
H (-1.143, 6.256, 4.480)  0.098
H (0.135, 6.138, 2.533)  0.129
H (-1.094, 5.886, 1.329)  0.112
H (1.335, 4.738, 1.170)  0.125
H (-0.161, 3.824, 0.541)  0.074
H (-0.221, 3.314, 2.876)  0.089
H (1.553, 4.209, 3.872)  0.135
H (2.610, 3.499, 2.600)  0.124
H (1.110, 2.162, 4.971)  0.135
H (2.860, 2.057, 4.542)  0.127
H (3.685, 0.208, 3.703)  0.102
H (2.547, -0.724, 2.719)  0.066
H (2.321, -0.672, 4.484)  0.101
C (0.319, -4.746, 2.786)  -0.040
O (0.127, -3.800, 1.734)  -0.230
C (-0.490, -4.301, 0.577)  -0.208
C (-0.322, -3.267, -0.517)  -0.170
N (1.090, -2.936, -0.753)  -0.087
C (1.793, -4.087, -1.401)  -0.155
C (3.263, -3.772, -1.630)  -0.204
O (3.440, -2.576, -2.360)  -0.260
C (4.764, -2.079, -2.254)  -0.077
H (0.252, -4.240, 3.741)  0.097
H (1.329, -5.146, 2.640)  0.098
H (-0.328, -5.621, 2.722)  0.099
H (-1.546, -4.543, 0.756)  0.143
H (-0.105, -5.273, 0.231)  0.125
H (-0.802, -2.368, -0.127)  0.084
H (-0.797, -3.537, -1.455)  0.123
H (1.595, -2.736, 0.106)  0.107
H (1.267, -4.293, -2.333)  0.127
H (1.726, -4.949, -0.737)  0.122
H (3.713, -4.581, -2.222)  0.142
H (3.789, -3.919, -0.678)  0.141
H (5.500, -2.887, -2.219)  0.103
H (4.962, -1.521, -1.334)  0.091
H (4.958, -1.431, -3.103)  0.094

Calculated values
- LUMO level: -8.207 eV
- Charge: +2
- Calculated total energy: -76028.8397 eV